A 2-piece molecular cluster, C4H14N2O2 overall at a distorted geometry, computed with ωB97M-V with the def2-TZVPD basis set.

XYZ file:
```
22
Properties=species:S:1:pos:R:3:lowdin_charge:R:1
H -0.179 2.677 -0.201 0.16
C 1.190 0.534 0.776 -0.09
O -2.548 -1.269 -0.086 -0.05
C 0.107 0.650 -0.360 -0.33
H -0.335 -0.254 2.013 0.11
C 0.695 0.655 -1.799 -0.16
H 1.404 -0.150 -1.950 0.14
H 1.323 -0.464 2.667 0.13
H 1.710 -2.166 1.201 0.09
H 1.393 1.465 1.293 0.12
H 2.093 0.219 0.235 0.12
O -0.345 0.670 -2.731 -0.01
N -0.660 1.791 -0.108 0.30
H -3.226 -0.869 0.472 0.06
H -0.917 -0.115 -2.680 0.12
H 1.227 1.590 -1.977 0.14
H -0.572 -0.185 -0.294 0.10
C 0.693 -0.504 1.781 -0.26
N 0.744 -1.878 1.336 0.03
H -2.386 -2.142 0.293 0.06
H 0.231 -2.045 0.475 0.06
H -1.642 1.791 -0.356 0.16
```

Values from the calculation:
Largest force on an atom = 1.71 eV/A
Total energy = -420.4635 Eh
Energy above the lowest of the compared OMol25 structures with the same formula, charge and spin = 46.1 kcal per mole
Multiplicity = 2
Charge = +1
Orbital gap (spin up / spin down) = 0.3816 / 0.1868 hartree
Highest occupied orbital energy (spin up / spin down) = -13.384 / -13.184 eV